#A
ORCA calculation (wB97M-V/def2-TZVPD) on a gas-phase ion, C2H3N2O2 (charge +1).

Its HOMO-LUMO gap is 7.74 eV. For the HOMO energy, the calculation gives -0.566 Ha. As for the structure (SMILES): O=NCC=[N+]=O. As for the LUMO energy: -7.7 eV.

The geometry in ORCA input format:
```
! wB97M-V def2-TZVPD RIJCOSX def2/J DEFGRID3
* xyz 1 1
O -2.015 1.391 -0.282
O -0.821 -2.107 0.349
N -0.939 0.984 -0.112
N -0.587 -1.081 -0.152
C 0.748 -0.475 -0.065
C 0.277 1.006 0.149
H 0.800 1.917 0.528
H 1.429 -1.155 0.625
H 1.109 -0.479 -1.040
*
```



#B
ORCA calculation (wB97M-V/def2-TZVPD) on a gas-phase ion, C2H3N2O2 (charge +1).

Its HOMO-LUMO gap (alpha / beta) is 8.13 / 8.13 eV. For the HOMO energy (alpha / beta), the calculation gives -0.572 / -0.572 Ha. As for the structure (SMILES): O=C/C=[NH+]\N=O. As for the LUMO energy (alpha / beta): -7.4 / -7.4 eV.

The geometry in ORCA input format:
```
! wB97M-V def2-TZVPD RIJCOSX def2/J DEFGRID3
* xyz 1 1
O 0.133 -2.458 -0.589
O 0.761 0.222 -1.472
N -0.304 -0.628 0.680
N -0.282 -1.386 -0.459
C 0.075 0.638 0.650
C 0.552 1.112 -0.658
H -0.519 1.212 1.353
H -0.966 -0.812 1.407
H 0.549 2.100 -0.912
*
```



Which of them is least stable? Easy: #A.